109
Properties=species:S:1:pos:R:3 method="wB97M-V/def2-TZVPD" spin_multiplicity=2 e_above_lowest_kcal_mol=26.6 homo_energy_ev="-6.42 / -6.07" total_charge=0
P 1.963 -1.167 -0.305
H -1.793 0.615 -3.211
H 4.854 -0.904 2.069
H 2.746 -0.903 -3.929
C 3.920 -2.522 -1.993
C -4.595 -2.293 -1.067
C 1.976 3.230 -2.732
C 2.122 -1.075 -3.049
F -2.564 3.575 1.395
C 3.045 -1.648 1.137
H 3.737 4.431 -2.702
P -2.651 2.645 0.120
H 3.101 3.549 3.475
H 1.400 3.873 4.521
H 3.986 1.149 4.083
I 2.386 2.454 -0.832
F -0.983 2.924 -0.115
H 3.303 5.336 -4.990
H -5.598 -5.241 -0.422
C -1.274 -3.270 0.816
C -0.333 2.887 3.608
C -0.536 2.845 -5.407
N -4.525 -2.319 -2.434
H 4.228 0.176 0.816
H 0.173 0.829 5.486
C 0.803 2.751 -3.365
C 2.291 1.624 2.852
F -4.143 2.250 0.382
H -2.183 -5.038 0.039
H 1.459 -0.217 -2.926
F -2.513 1.602 -1.116
C -0.076 1.796 -2.760
H 4.688 -2.589 -1.224
H 1.385 -3.775 -1.947
H -5.766 -2.048 1.235
P 0.441 1.521 2.613
H -0.426 3.674 2.856
H -0.396 -3.404 5.413
F -0.723 -0.630 -1.514
C -1.117 1.384 -3.571
F -2.988 3.827 -0.846
H 2.581 1.671 5.016
H -0.216 -1.272 6.682
H 3.914 -3.297 2.221
H -2.283 1.921 3.281
H 0.558 2.773 5.613
H 1.319 4.582 -6.242
C 0.424 3.483 4.796
N -0.089 -1.175 1.434
C 0.057 -0.019 3.531
C 2.611 4.626 -4.553
H 2.321 -3.662 1.546
H -6.613 -2.517 -2.639
H 2.096 3.673 2.029
C 0.593 3.281 -4.677
H -5.160 -3.686 1.504
C -0.241 -2.452 3.515
H 3.368 -3.462 -1.990
C -0.184 -1.268 5.600
C 0.655 -3.624 -1.166
H -0.266 -3.385 2.975
H -2.340 3.406 4.219
H -5.253 -4.590 -2.027
H 1.483 -1.938 -3.244
C 2.819 3.043 2.550
H 3.733 -3.622 0.492
C -5.838 -3.077 0.896
H -1.744 1.916 4.958
C -0.131 -1.229 2.794
H -3.577 -0.716 -3.433
H -3.151 -2.344 -4.000
C -1.355 -4.345 -0.048
H -0.163 4.317 5.192
C 2.895 1.085 4.148
C 0.753 -2.536 -0.314
C 0.018 -0.074 4.914
C 3.013 -1.300 -1.816
C 1.509 4.211 -5.239
F -2.122 1.327 1.057
H 2.483 -1.281 2.001
S -3.635 -1.280 -0.156
C -5.836 -4.437 -1.125
H -2.224 1.554 -5.430
H 5.061 -1.307 0.366
Lu -0.360 0.816 -0.296
C -0.394 -4.525 -1.036
H 3.712 2.997 1.925
C -0.230 -2.353 0.682
H -0.462 -5.369 -1.711
C 2.862 4.118 -3.257
H -2.504 -1.730 -2.457
C -5.737 -2.318 -3.246
C -0.290 -2.463 4.889
C -1.363 1.905 -4.866
H 2.631 0.964 2.049
C -3.370 -1.742 -3.114
C -1.758 2.501 4.036
H -6.859 -3.440 1.032
H -5.859 -1.333 -3.705
H 2.634 0.042 4.326
C 3.263 -3.145 1.353
N -5.502 -3.156 -0.512
H -5.678 -3.061 -4.046
C 4.369 -0.875 1.090
H -0.719 3.260 -6.393
H 4.431 -2.441 -2.957
H -2.044 -3.100 1.556
H 3.654 -0.418 -1.725
H -6.899 -4.509 -1.370